{"formula": "C33H32OP2Ru", "method": "ωB97M-V/def2-TZVPD", "total_charge": 2, "orbital_gap_ev": [6.08, 5.43], "multiplicity": 5, "s2": 6.3334, "e_lumo_ev": [-7.7, -8.5], "fmax_ev_per_a": 5.0, "elements": ["Ru", "C", "C", "C", "C", "C", "C", "C", "H", "H", "H", "H", "H", "H", "H", "H", "C", "C", "P", "C", "C", "C", "C", "C", "C", "C", "C", "C", "C", "C", "C", "P", "C", "C", "C", "C", "C", "C", "C", "C", "C", "C", "C", "C", "H", "H", "H", "H", "H", "H", "H", "H", "H", "H", "H", "H", "H", "H", "H", "H", "H", "H", "H", "H", "H", "H", "H", "H", "O"], "xyz": [[0.065382, -0.177018, 0.123952], [3.632136, -0.988182, -0.864232], [2.755191, -0.531675, 0.256755], [2.154249, -1.481967, 1.136988], [1.280938, -1.155112, 2.167974], [0.894171, 0.403479, 2.367088], [1.752994, 1.479323, 1.421664], [2.539892, 0.808908, 0.555683], [4.676622, -1.005607, -0.540906], [3.562139, -0.308782, -1.711538], [3.363607, -1.992544, -1.184968], [2.383191, -2.534948, 0.989451], [1.602179, -1.420816, 3.170422], [1.157501, 0.394807, 3.422058], [1.935731, 1.483699, 2.544598], [2.928031, 1.779833, 1.541522], [-2.333588, 0.098683, 1.565384], [-1.522009, 1.315722, 1.059147], [-1.849825, 1.596959, -0.748411], [-2.988218, 2.963191, -0.917794], [-3.743355, 3.414278, 0.168711], [-4.652667, 4.440988, -0.017174], [-4.825838, 4.993943, -1.280707], [-4.094336, 4.526391, -2.366952], [-3.182400, 3.501635, -2.196748], [-0.317095, 2.182520, -1.619954], [0.455181, 1.343810, -2.445597], [1.582129, 1.757227, -3.131756], [1.983801, 3.082946, -3.024782], [1.242417, 3.956079, -2.238085], [0.114889, 3.518540, -1.566135], [-2.200354, -1.237081, 0.257615], [-4.008775, -1.341682, 0.031574], [-4.760823, -1.651371, 1.164325], [-6.137484, -1.723024, 1.045803], [-6.753319, -1.491299, -0.180490], [-5.996957, -1.187631, -1.299114], [-4.612123, -1.115369, -1.196984], [-1.612768, -2.759007, 1.035043], [-1.733872, -3.036596, 2.396070], [-1.230483, -4.225514, 2.898937], [-0.612518, -5.138391, 2.052152], [-0.495875, -4.865905, 0.696906], [-0.991243, -3.674874, 0.185363], [-3.339381, 0.483071, 1.736551], [-1.963272, -0.236873, 2.537004], [-0.394971, 1.135430, 1.252095], [-1.616723, 2.203641, 1.691307], [-3.628154, 2.976548, 1.151744], [-5.231840, 4.805868, 0.819646], [-5.544521, 5.789862, -1.421705], [-4.243636, 4.956565, -3.347589], [-2.618596, 3.126503, -3.041779], [0.168124, 0.251224, -2.567355], [2.129207, 1.058249, -3.749369], [2.854608, 3.437044, -3.560641], [1.531638, 4.994859, -2.156837], [-0.454551, 4.234912, -0.983662], [-4.292592, -1.838108, 2.121729], [-6.733428, -1.964509, 1.915522], [-7.830198, -1.553533, -0.257381], [-6.477107, -1.012051, -2.251795], [-4.012509, -0.881978, -2.067971], [-2.220811, -2.343033, 3.069524], [-1.328616, -4.445156, 3.953580], [-0.228035, -6.067052, 2.451729], [-0.021994, -5.579455, 0.036467], [-0.893694, -3.460463, -0.873299], [-0.054820, -0.854342, -1.592550]], "forces_ev_per_a": [[-0.4, -3.5, -3.0], [0.0, 0.0, 0.0], [-0.5, 0.0, -0.8], [-1.0, -0.5, -0.2], [1.8, 4.6, 0.0], [2.3, -3.9, -1.3], [0.9, -0.4, 1.6], [-0.3, -0.6, -1.1], [0.0, 0.0, 0.0], [0.0, 0.0, 0.0], [0.0, 0.0, 0.0], [0.4, 0.1, 0.1], [-1.4, -1.9, 0.1], [-1.5, 1.3, 0.6], [0.3, 0.9, 0.2], [-0.2, 0.5, 0.3], [0.2, 1.0, 0.4], [-0.2, 0.2, -0.1], [1.3, 0.7, 0.0], [-0.2, -0.3, 0.0], [-0.1, 0.0, -0.1], [0.0, 0.0, 0.0], [0.0, 0.0, 0.0], [0.0, 0.0, 0.0], [-0.1, 0.0, 0.1], [0.4, -0.1, -0.4], [-0.6, -1.2, -0.4], [0.1, 0.6, 0.2], [0.0, -0.2, 0.0], [-0.1, 0.0, 0.0], [-0.6, 0.2, 0.5], [0.1, 1.3, 2.3], [0.2, -0.3, -1.2], [-0.1, -0.1, -0.1], [0.0, 0.0, 0.0], [0.0, 0.0, 0.0], [0.0, 0.0, 0.0], [0.0, 0.0, 0.0], [-0.1, -0.1, -0.2], [0.0, 0.0, 0.0], [0.0, 0.0, 0.0], [0.0, 0.0, 0.0], [0.0, 0.0, 0.0], [0.0, 0.0, 0.0], [-0.2, -0.5, -0.1], [0.2, 0.0, -0.1], [-1.4, 1.2, 0.4], [-0.1, 0.1, -0.1], [0.0, 0.0, 0.0], [0.0, 0.0, 0.0], [0.0, 0.0, 0.0], [0.0, 0.0, 0.0], [0.0, 0.0, 0.0], [0.2, 1.8, -0.4], [-0.1, 0.0, 0.0], [0.0, 0.0, 0.0], [0.0, 0.0, 0.0], [0.0, 0.0, 0.0], [0.0, 0.0, 0.0], [0.0, 0.0, 0.0], [0.0, 0.0, 0.0], [0.0, 0.0, 0.0], [0.0, 0.0, 0.0], [0.0, 0.0, 0.0], [0.0, 0.0, 0.0], [0.0, 0.0, 0.0], [0.0, 0.0, 0.0], [0.0, 0.0, 0.0], [0.6, -0.9, 2.9]]}